A molecular structure, C49H56Cl2N3O2ReSi. Source: the Open Molecules 2025 dataset; level of theory: ωB97M-V/def2-TZVPD.

As for the multiplicity: 4. For the lowest unoccupied orbital energy (spin up / spin down), the calculation gives -0.133 / -0.155 Ha. The charge is +1. As for the expectation value of S²: 3.80. The HOMO energy (spin up / spin down) comes out at -10.31 / -10.59 eV.

XYZ file:
```
114
C49H56Cl2N3O2ReSi ωB97M-V/def2-TZVPD
Re -0.0944 -0.1613 0.5062
C 2.8835 -5.8961 -1.5021
C 1.8551 -5.4225 -2.5411
C 2.5944 -5.0105 -3.8134
C 0.8864 -6.5662 -2.8760
C 1.0683 -4.2693 -1.9386
C 0.3503 -4.4455 -0.7599
C -0.2806 -3.3713 -0.1625
N -0.2557 -2.1464 -0.6859
C 0.3497 -1.9776 -1.8799
C 1.0223 -2.9989 -2.5168
C 0.1380 -0.6094 -2.4301
C -0.0562 -0.4925 -3.8784
C -0.5515 0.3954 -4.7853
C -1.0446 1.8390 -4.6310
C -0.7947 1.4716 -1.9438
N -0.0515 0.2820 -1.5165
C -0.6744 -0.2147 -6.2148
C -1.2698 0.7304 -7.2663
C -1.5879 -1.4522 -6.1651
C 0.7247 -0.6133 -6.7190
H 3.4741 -6.7130 -1.9191
H 2.4049 -6.2590 -0.5919
H 3.5609 -5.0861 -1.2245
H 3.1663 -5.8598 -4.1868
H 3.2982 -4.1963 -3.6280
H 1.9050 -4.7083 -4.6052
H 1.4420 -7.4045 -3.2980
H 0.1415 -6.2487 -3.6080
H 0.3624 -6.9265 -1.9903
H 0.3039 -5.4090 -0.2721
H -0.8124 -3.4812 0.7739
H 1.5325 -2.7983 -3.4472
H 0.1796 -1.4485 -4.3250
H -1.0450 2.2361 -5.6401
H -1.2403 1.0989 -2.8311
H -2.2513 1.1123 -6.9832
H -1.3994 0.1714 -8.1932
H -0.6125 1.5714 -7.4930
H -2.5933 -1.1805 -5.8352
H -1.2140 -2.2293 -5.4986
H -1.6689 -1.8840 -7.1635
H 1.3963 0.2470 -6.7247
H 0.6489 -0.9882 -7.7407
H 1.1824 -1.3948 -6.1127
C 0.3508 1.7152 1.2982
Si -0.6692 3.2560 1.0119
C -2.0111 2.9175 -0.2965
N -1.9111 1.6546 -1.0427
C 0.1104 2.6038 -2.3907
C -0.1214 2.8411 -3.8976
C -2.5634 1.9370 -4.2046
C -3.1829 0.9358 -3.1983
C -3.2082 1.3100 -1.7050
C -1.5714 3.7779 2.5618
C -2.6058 2.9858 3.0691
C -3.2900 3.3480 4.2184
C -2.9461 4.5150 4.8873
C -1.9181 5.3110 4.4053
C -1.2383 4.9449 3.2512
C 0.4076 4.6798 0.4296
C 1.7983 4.6844 0.5459
C 2.5544 5.7647 0.1082
C 1.9296 6.8668 -0.4551
C 0.5457 6.8907 -0.5687
C -0.2024 5.8098 -0.1272
H 0.4445 1.5834 2.3828
H 1.3642 1.9572 0.9570
H -2.1278 3.7732 -0.9781
H -2.9437 2.8642 0.2701
H 1.1457 2.3086 -2.2129
H -0.0408 3.5190 -1.8236
H 0.8359 2.8777 -4.4207
H -0.5796 3.8208 -4.0504
H -3.1534 1.8693 -5.1196
H -2.7137 2.9558 -3.8338
H -2.7483 -0.0597 -3.3393
H -4.2364 0.8190 -3.4625
H -3.6712 0.4780 -1.1681
H -3.8758 2.1659 -1.5845
H -2.8841 2.0623 2.5673
H -4.0898 2.7218 4.5932
H -3.4796 4.8025 5.7839
H -1.6469 6.2200 4.9265
H -0.4413 5.5798 2.8809
H 2.3115 3.8410 0.9943
H 3.6317 5.7470 0.2133
H 2.5171 7.7095 -0.7955
H 0.0505 7.7545 -0.9937
H -1.2841 5.8569 -0.2100
Cl -2.7763 -0.1903 5.0109
C -1.6632 -1.4167 4.3833
Cl -2.5360 -2.7439 3.6043
C -0.6537 -0.7191 3.4636
O 0.2923 -0.1579 3.9440
O -0.9334 -0.8085 2.1765
H -1.1211 -1.8324 5.2249
C 3.5233 -4.2602 2.3077
C 2.2069 -3.8629 2.6146
C 1.6740 -2.7358 2.0557
C 2.4134 -1.9254 1.1569
C 1.8900 -0.7396 0.5291
C 2.7421 0.0156 -0.2518
C 4.0752 -0.3651 -0.4975
C 4.5625 -1.5193 0.0376
C 3.7510 -2.3175 0.8788
C 4.2740 -3.4989 1.4621
H 3.9382 -5.1530 2.7565
H 1.6164 -4.4512 3.3059
H 0.6673 -2.4546 2.3082
H 2.3882 0.9284 -0.7159
H 4.7019 0.2624 -1.1181
H 5.5816 -1.8327 -0.1544
H 5.2960 -3.7769 1.2329
```



A molecular structure, C33H35I2N8O4SV. Source: the Open Molecules 2025 dataset; level of theory: ωB97M-V/def2-TZVPD.

As for the multiplicity: 2. For the lowest unoccupied orbital energy (spin up / spin down), the calculation gives -0.125 / -0.115 Ha. The charge is +1. As for the expectation value of S²: 0.77. The HOMO energy (spin up / spin down) comes out at -10.43 / -10.45 eV.

XYZ file:
```
84
C33H35I2N8O4SV ωB97M-V/def2-TZVPD
V 0.0203 1.3573 0.3028
N 0.3735 3.9675 3.8830
C -0.0060 3.3022 2.7772
S 1.0763 3.2664 1.4089
N -1.1743 2.7339 2.8095
N -1.4567 2.0189 1.6387
C -2.7218 1.7971 1.5187
C -3.3655 0.9753 0.5046
C -4.7494 0.7986 0.4798
C -5.3200 -0.0396 -0.4565
C -4.5083 -0.7210 -1.3660
C -3.1339 -0.5536 -1.3565
C -2.5907 0.3070 -0.4267
O -1.2558 0.5351 -0.3613
H 1.2123 4.5145 3.8725
H -0.2761 4.0681 4.6452
H -3.3444 2.2388 2.2884
H -5.3668 1.3199 1.2039
H -6.3954 -0.1754 -0.4805
H -4.9583 -1.3910 -2.0893
H -2.4786 -1.0671 -2.0499
O -2.2843 -5.6274 2.4980
C -2.5896 -4.4758 3.2613
C -1.8409 -3.2990 2.7036
C -1.9875 -2.0425 3.2748
C -1.3053 -0.9793 2.7186
N -0.4920 -1.0864 1.6617
C -0.3031 -2.3034 1.1502
C -0.9784 -3.4235 1.6257
C 0.6977 -2.4281 0.0428
C 1.4759 -3.5713 -0.0905
C 2.4290 -3.6346 -1.0973
C 3.2365 -4.8939 -1.3003
O 2.4528 -5.9294 -1.8900
C 2.5694 -2.5347 -1.9304
C 1.7639 -1.4268 -1.7147
N 0.8486 -1.3673 -0.7502
H -2.8106 -6.3651 2.8158
H -2.3016 -4.6035 4.3070
H -3.6581 -4.2526 3.2414
H -2.6324 -1.8848 4.1348
H -1.4048 0.0120 3.1494
H -0.8556 -4.3892 1.1553
H 1.3654 -4.4037 0.5943
H 3.5603 -5.2859 -0.3399
H 4.1268 -4.6766 -1.8916
H 2.2255 -5.6767 -2.7898
H 3.3083 -2.5281 -2.7252
H 1.8619 -0.5411 -2.3413
I 3.5683 2.3173 -2.8004
C 3.9300 1.3752 -0.9742
C 5.2490 1.0240 -0.5996
C 5.4739 0.3688 0.5735
I 7.4332 -0.1697 1.0395
C 4.4010 0.0616 1.4527
C 4.5188 -0.6133 2.6904
C 3.4070 -0.8344 3.4456
C 2.1571 -0.3694 2.9883
N 2.0009 0.2661 1.8565
C 3.1047 0.4584 1.0802
C 2.8703 1.0764 -0.1689
O 1.5909 1.3342 -0.5078
H 6.0750 1.2774 -1.2510
H 5.4912 -0.9499 3.0254
H 3.4711 -1.3573 4.3919
H 1.2655 -0.5215 3.5882
C -1.3574 2.4614 -4.7590
C -1.3174 3.2019 -3.4299
C -0.5477 4.5173 -3.5731
C -2.7399 3.4662 -2.9462
N -0.6540 2.2634 -2.4935
N -0.4015 2.8466 -1.2000
H -1.9753 3.0057 -5.4762
H -1.7776 1.4614 -4.6227
H -0.3525 2.3651 -5.1845
H -1.0124 5.1552 -4.3292
H 0.4852 4.3269 -3.8820
H -0.5308 5.0839 -2.6359
H -3.2665 4.0878 -3.6717
H -2.7683 4.0077 -1.9935
H -3.2867 2.5255 -2.8291
H 0.2467 1.9739 -2.8553
H -1.2052 3.3996 -0.9403
H 0.3950 3.4721 -1.2280
```



A single C5H7N molecule. Source: the Open Molecules 2025 dataset; level of theory: ωB97M-V/def2-TZVPD.

For the lowest unoccupied orbital energy (spin up / spin down), the calculation gives -0.026 / -0.026 Ha. The HOMO energy (spin up / spin down) comes out at -7.90 / -7.99 eV.

XYZ file:
```
13
C5H7N ωB97M-V/def2-TZVPD
C 1.6506 0.2320 -0.3051
C -0.5573 -0.7996 -0.4511
C 0.3244 0.2454 0.4614
C 0.5443 -1.4868 -1.1634
C -0.3862 1.5461 0.8672
N 1.6832 -0.8804 -1.0550
H -1.2415 -1.4506 0.1235
H -1.2548 -0.1380 -0.9014
H 0.6295 -0.3698 1.4338
H 0.3359 -2.5082 -1.6952
H 0.0350 2.3509 0.1549
H -0.2702 1.7877 1.8183
H -1.4928 1.4714 0.7122
```



A molecular structure, C6H5N5. Source: the Open Molecules 2025 dataset; level of theory: ωB97M-V/def2-TZVPD.

For the lowest unoccupied orbital energy, the calculation gives -0.008 Ha. The HOMO energy comes out at -9.87 eV.

XYZ file:
```
16
C6H5N5 ωB97M-V/def2-TZVPD
C 1.8688 -0.5284 1.0013
C -0.2670 -0.1870 -0.1567
C -0.8100 -1.4817 -0.4317
C -2.0641 -1.6747 -0.8849
C -2.9051 -0.5977 -0.9357
C -1.2726 0.8237 -0.2242
H 1.9032 -1.2370 1.6061
H 0.2598 -1.9810 -0.3210
H -2.4562 -2.3991 -0.9902
H -4.1960 -0.6891 -1.3776
H -1.1515 1.8669 0.2349
N 2.9395 0.0949 1.1103
N 2.6869 1.3141 0.6067
N 1.4989 1.3861 0.0523
N 0.9300 0.2387 0.3582
N -2.5782 0.7253 -0.6076
```



A molecular structure, C5H11AlCeClNSe. Source: the Open Molecules 2025 dataset; level of theory: ωB97M-V/def2-TZVPD.

As for the multiplicity: 2. For the lowest unoccupied orbital energy (spin up / spin down), the calculation gives 0.087 / 0.085 Ha. The charge is -1. As for the expectation value of S²: 0.75. The HOMO energy (spin up / spin down) comes out at -3.98 / -4.14 eV.

XYZ file:
```
21
C5H11AlCeClNSe ωB97M-V/def2-TZVPD
Ce 0.6353 1.6913 -0.3904
Cl -1.4480 0.5519 1.0076
C -0.5905 2.8684 -1.9864
C 2.0206 2.4106 1.3504
H 0.0612 3.6928 -2.3576
H -0.8938 2.2126 -2.8183
H -1.4744 3.2841 -1.4700
H 2.6585 3.2291 0.9457
H 2.6482 1.5909 1.7375
H 1.3619 2.8060 2.1448
Al -0.6125 -1.3172 0.0555
C -0.0060 -2.5100 1.5137
C 0.8388 -0.5753 -1.0179
H 1.0709 -2.6982 1.4085
H -0.1840 -2.0744 2.5030
H -0.5228 -3.4656 1.4683
H 1.8679 -0.7610 -0.6324
H 0.9177 -0.5325 -2.1306
Se -3.5323 -4.8284 -0.2748
C -2.7173 -3.3030 -0.4763
N -2.0995 -2.2719 -0.5802
```



Looking at relative energy (zero: lowest compared OMol25 entry of this formula, charge and spin) for the records above, in order, we have 1.384; 1.424; 4.706; 5.430; 0.236 eV.